[1]
# C30H52BrN5O2SSbSi3V

A molecular structure, C30H52BrN5O2SSbSi3V (wB97M-V/def2-TZVPD, the Open Molecules 2025 dataset).

HOMO energy (alpha / beta) (Eh): -0.357 / -0.331
E_tot (eV): -180236.195
Expectation value of S²: 0.928
Multiplicity: 2
F_max (eV/A): 1.3
Net charge: +1
LUMO (alpha / beta) (eV): -1.99 / -1.94
Molar mass (g mol⁻¹): 883.71
Kohn-Sham gap (alpha / beta) (eV): 7.724 / 7.062

Each line ends with the Löwdin charge.
Atoms and positions in Å:
V1 0.06241 0.10259 -0.07343  0.322
Br1 -7.77776 0.48721 0.18450  0.763
C1 -6.03459 -0.11977 0.56163  -0.696
C2 -4.94542 0.55937 0.03539  -0.126
C3 -3.66900 0.10318 0.32020  -0.030
C4 -3.48283 -1.00645 1.13328  -0.147
C5 -4.58659 -1.66660 1.66553  0.003
C6 -5.86757 -1.23726 1.36993  -0.103
C7 -2.12837 -1.44338 1.55070  -0.599
O1 -1.91463 -1.97710 2.63741  0.056
O2 -1.16106 -1.15462 0.74134  -0.200
H1 -5.09668 1.43196 -0.58258  0.098
H2 -2.81020 0.63303 -0.08633  0.097
H3 -4.42940 -2.51530 2.31609  0.128
H4 -6.73037 -1.75045 1.76603  0.106
C8 -1.94277 -1.43619 -4.63553  -0.145
C9 -0.66775 -1.89030 -3.95996  -0.168
N1 -0.33307 -0.93616 -2.91125  0.085
C10 -0.68446 0.37200 -2.90119  -0.369
N2 -0.27859 1.09326 -1.87824  -0.063
C11 -0.52294 2.53286 -1.95014  -0.219
C12 -1.87103 2.82548 -2.57641  -0.150
C13 -1.88402 2.23108 -3.96852  -0.136
N3 -1.41844 0.84788 -3.92881  -0.021
C14 -1.75539 0.00438 -5.07573  -0.129
H5 -2.78618 -1.50453 -3.94493  0.128
H6 -2.15615 -2.06998 -5.49577  0.125
H7 0.14385 -1.93662 -4.69595  0.125
H8 -0.76304 -2.87638 -3.50529  0.126
H9 0.35694 -1.22748 -2.23123  0.071
H10 0.27107 3.01088 -2.53909  0.125
H11 -0.45789 2.92764 -0.93547  0.070
H12 -2.06105 3.89803 -2.63321  0.124
H13 -2.66505 2.37699 -1.96834  0.111
H14 -1.24019 2.80658 -4.64384  0.135
H15 -2.88929 2.23097 -4.39371  0.126
H16 -0.97034 0.07746 -5.83792  0.136
H17 -2.67053 0.40595 -5.51056  0.125
C15 5.30634 -2.36726 -1.81053  -0.205
Si1 3.53939 -1.81460 -2.01339  0.298
C16 3.36429 -0.70224 -3.50636  -0.218
C17 2.46273 -3.33682 -2.21351  -0.213
Sb1 2.68914 -0.46554 -0.02896  0.908
Si2 4.36275 1.40716 0.22418  0.297
C18 4.03205 2.26371 1.84784  -0.217
C19 6.11715 0.76681 0.15831  -0.210
C20 4.01886 2.55826 -1.20635  -0.220
Si3 2.91653 -1.99392 1.99752  0.315
C21 1.84770 -3.47201 1.62535  -0.206
C22 4.69733 -2.48041 2.27205  -0.208
C23 2.22260 -1.04536 3.44631  -0.209
H18 5.60107 -2.98332 -2.66070  0.041
H19 5.43627 -2.96146 -0.90728  0.023
H20 5.99267 -1.52419 -1.75513  0.017
H21 3.51099 -1.28196 -4.41939  0.038
H22 4.10166 0.09870 -3.50100  0.022
H23 2.37693 -0.23946 -3.54935  0.010
H24 2.62758 -3.75278 -3.20972  0.041
H25 1.39375 -3.15524 -2.10760  0.007
H26 2.71982 -4.10690 -1.48883  0.023
H27 3.89270 1.57038 2.67574  0.012
H28 3.13898 2.88648 1.79572  0.009
H29 4.88638 2.89879 2.08662  0.038
H30 6.23895 -0.19488 0.65309  0.010
H31 6.77956 1.47787 0.65440  0.038
H32 6.46348 0.65620 -0.86909  0.027
H33 2.94875 2.74071 -1.31347  0.016
H34 4.38634 2.15730 -2.15040  0.020
H35 4.50619 3.52048 -1.03817  0.039
H36 2.18107 -4.01429 0.74196  0.013
H37 0.81028 -3.16374 1.47540  0.024
H38 1.86793 -4.16270 2.47038  0.044
H39 5.00292 -3.26648 1.58165  0.026
H40 4.83106 -2.86059 3.28525  0.038
H41 5.38043 -1.64144 2.14721  0.011
H42 1.13623 -0.97588 3.36067  0.020
H43 2.61504 -0.03262 3.52641  0.010
H44 2.46179 -1.57822 4.36780  0.041
N4 -1.60172 3.44422 2.68730  0.124
C24 -1.22573 2.17313 2.50582  -0.760
S1 0.20576 1.88797 1.59364  0.667
N5 -1.93191 1.20215 3.07286  0.098
C25 -3.23250 1.26640 3.65198  -0.231
C26 -4.21682 2.11381 3.16143  -0.046
C27 -5.48208 2.08835 3.73289  -0.067
C28 -5.76936 1.22220 4.77419  -0.071
C29 -4.78311 0.36291 5.24072  -0.060
C30 -3.51617 0.37910 4.68497  -0.009
H45 -0.98434 4.15903 2.34109  0.101
H46 -2.24165 3.68842 3.42784  0.115
H47 -1.48203 0.29606 3.11846  0.117
H48 -4.03543 2.75218 2.30852  0.112
H49 -6.24855 2.74472 3.34475  0.111
H50 -6.75522 1.20724 5.21549  0.109
H51 -4.99689 -0.32894 6.04328  0.112
H52 -2.74956 -0.29772 5.03152  0.122

[2]
# C30H52N12NiO2S

A molecular structure, C30H52N12NiO2S (wB97M-V/def2-TZVPD, the Open Molecules 2025 dataset).

HOMO energy (alpha / beta) (Eh): -0.431 / -0.430
E_tot (eV): -105800.528
Expectation value of S²: 2.005
Multiplicity: 3
F_max (eV/A): 0.2
Net charge: +2
LUMO (alpha / beta) (eV): -3.84 / -4.39
Molar mass (g mol⁻¹): 703.59
ΔE to the lowest compared entry with this formula, charge and spin (kJ/mol): 13.8
Kohn-Sham gap (alpha / beta) (eV): 7.885 / 7.298

Each line ends with the Löwdin charge.
Atoms and positions in Å:
Ni1 -0.30075 0.72102 0.68586  0.702
C1 -3.11124 -2.44718 -0.84187  -0.052
N1 -2.82922 -1.25815 -0.04129  -0.133
C2 -2.04956 -1.50067 1.15181  -0.049
C3 -2.89645 -0.01548 -0.58237  -0.408
N2 -2.05099 0.91829 -0.17391  0.044
C4 -2.39088 2.28551 -0.36358  -0.254
C5 -3.61121 2.74920 0.05721  -0.039
C6 -4.07459 4.02454 -0.32435  -0.063
C7 -3.33208 4.78394 -1.17747  -0.026
C8 -2.04685 4.35489 -1.59972  -0.155
C9 -1.31784 5.10942 -2.55292  -0.028
C10 -0.10548 4.66631 -2.99000  -0.060
C11 0.49507 3.54434 -2.38725  -0.032
C12 -0.13293 2.84608 -1.38330  -0.233
N3 0.60203 1.93010 -0.59381  0.057
C13 1.86905 2.25991 -0.29754  -0.372
N4 2.25936 3.53712 -0.03673  -0.139
C14 3.54321 4.05158 -0.49478  -0.032
C15 1.31015 4.56104 0.35969  -0.030
N5 2.79373 1.29984 -0.17200  -0.116
C16 2.62398 -0.00991 -0.78700  -0.034
C17 3.90741 1.38989 0.76379  -0.030
C18 -1.50585 3.14558 -1.08979  -0.069
N6 -3.85781 0.19544 -1.50886  -0.133
C19 -3.70262 1.14853 -2.59667  -0.029
C20 -5.17003 -0.42450 -1.41191  -0.035
H1 -2.24683 -3.11094 -0.80176  0.091
H2 -3.26026 -2.16576 -1.87942  0.077
H3 -3.98682 -2.97967 -0.46736  0.098
H4 -2.41263 -2.40613 1.63635  0.108
H5 -2.17208 -0.68112 1.86052  0.080
H6 -0.98316 -1.66240 0.93010  0.088
H7 -4.25999 2.08465 0.61634  0.124
H8 -5.04521 4.36399 0.01184  0.113
H9 -3.70971 5.72735 -1.55048  0.120
H10 -1.75848 6.01444 -2.95023  0.119
H11 0.42808 5.20101 -3.76483  0.114
H12 1.49970 3.26120 -2.67955  0.125
H13 4.09282 3.27736 -1.02213  0.094
H14 4.15149 4.41663 0.33491  0.096
H15 3.36546 4.88057 -1.18448  0.101
H16 0.38231 4.10729 0.70014  0.082
H17 1.07133 5.23220 -0.46861  0.098
H18 1.74529 5.15066 1.17045  0.099
H19 1.91557 0.04527 -1.60662  0.032
H20 2.27815 -0.73685 -0.04859  0.083
H21 3.59297 -0.33589 -1.16738  0.102
H22 3.81264 2.27921 1.38088  0.084
H23 4.86380 1.41565 0.23921  0.102
H24 3.87957 0.51479 1.41393  0.092
H25 -2.65203 1.37983 -2.74427  0.066
H26 -4.26855 2.06573 -2.41604  0.096
H27 -4.07254 0.67933 -3.51043  0.101
H28 -5.27489 -0.94640 -0.46462  0.093
H29 -5.34743 -1.12754 -2.22876  0.097
H30 -5.93117 0.35717 -1.46200  0.100
N7 -0.67707 1.83886 2.40285  0.059
C21 0.59586 1.94445 3.14749  -0.243
C22 0.41233 2.21166 4.65589  -0.128
C23 1.15628 3.43069 5.21290  -0.158
C24 2.67821 3.37214 5.07396  -0.153
N8 3.24557 2.11806 5.54912  0.090
C25 3.60137 1.83085 6.78518  -0.426
N9 3.65584 2.76199 7.74352  0.218
N10 3.91188 0.56631 7.09012  0.213
C26 1.45376 0.69044 2.84648  -0.571
O1 2.45284 0.48257 3.54249  0.016
O2 1.09778 -0.03031 1.86381  -0.058
H31 -1.09060 2.74864 2.21847  0.114
H32 -1.35809 1.32748 2.95914  0.112
H33 1.14703 2.77257 2.68896  0.135
H34 0.69746 1.32016 5.21691  0.120
H35 -0.65131 2.36585 4.84915  0.121
H36 0.89294 3.53960 6.26754  0.118
H37 0.81031 4.33946 4.71255  0.123
H38 3.14550 4.22213 5.57253  0.120
H39 2.97190 3.45093 4.02599  0.120
H40 3.08785 1.34275 4.88113  0.102
H41 3.52801 3.73362 7.52660  0.116
H42 3.99501 2.53676 8.66248  0.132
H43 3.86913 -0.14745 6.38199  0.133
H44 4.27858 0.31522 7.99095  0.130
C27 -1.11497 -0.09844 -5.87737  -0.046
N11 -0.69951 -1.40306 -5.42092  -0.162
C28 -0.73535 -2.56363 -6.30701  -0.103
C29 -0.15525 -3.67462 -5.42351  -0.121
N12 -0.32829 -3.09844 -4.09295  0.017
C30 -0.52245 -1.76210 -4.14214  -0.808
S1 -0.54405 -0.74400 -2.80260  0.670
H45 -0.57687 0.15542 -6.79019  0.095
H46 -0.88524 0.63258 -5.10640  0.051
H47 -2.18817 -0.07910 -6.08721  0.096
H48 -0.13994 -2.38285 -7.20068  0.128
H49 -1.76397 -2.77447 -6.61335  0.129
H50 0.89953 -3.85328 -5.64122  0.123
H51 -0.69878 -4.61091 -5.52446  0.120
H52 0.04989 -3.50993 -3.25840  0.129